Molecular formula: C33H69N2O10
Method: DFT, wB97M-V/def2-TZVPD

```
114
Properties=species:S:1:pos:R:3:mulliken_spin:R:1
C 2.73 -4.38 0.97 0.011
C 2.92 -2.86 0.76 -0.006
C 4.21 -2.45 1.54 0.030
C 1.69 -2.15 1.37 -0.001
C 1.39 -0.79 0.77 0.004
O 2.60 -0.04 1.02 -0.002
C 0.24 -0.05 1.47 0.001
C -1.18 -0.40 1.04 0.000
C -1.67 -1.78 1.54 0.000
C -2.18 -2.64 0.37 0.000
N -1.95 -4.08 0.51 0.000
C -1.23 -4.79 1.42 0.000
C -1.31 -6.09 1.06 0.000
C -2.10 -6.19 -0.08 0.000
C -2.49 -4.93 -0.39 0.000
C 1.23 -0.88 -0.77 0.014
C 1.91 -2.11 -1.41 0.023
C 2.35 -1.66 -2.81 -0.013
C 0.92 -3.26 -1.63 0.044
N 3.14 -2.51 -0.67 0.342
O 3.79 -3.43 -1.29 0.562
H 2.29 -4.89 0.12 0.001
H 3.66 -4.89 1.21 -0.004
H 2.07 -4.51 1.82 0.001
H 4.70 -3.30 2.00 -0.002
H 4.90 -2.00 0.83 0.000
H 3.99 -1.67 2.25 0.001
H 1.92 -1.98 2.41 0.002
H 0.84 -2.83 1.29 -0.001
H 2.43 0.88 0.80 0.001
H 0.32 -0.29 2.53 -0.001
H 0.39 1.03 1.37 0.000
H -1.36 -0.28 -0.03 0.000
H -1.83 0.33 1.51 0.000
H -2.52 -1.62 2.20 0.000
H -0.92 -2.29 2.13 -0.001
H -1.63 -2.32 -0.51 0.000
H -3.22 -2.44 0.14 0.000
H -0.73 -4.33 2.24 0.000
H -0.83 -6.90 1.57 0.000
H -2.34 -7.09 -0.61 0.000
H -3.11 -4.63 -1.21 0.000
H 0.21 -0.90 -1.11 -0.002
H 1.75 -0.02 -1.18 0.007
H 2.99 -0.78 -2.76 -0.005
H 1.45 -1.36 -3.34 0.001
H 2.79 -2.47 -3.37 0.004
H 1.34 -3.94 -2.37 -0.003
H 0.64 -3.81 -0.73 -0.011
H 0.01 -2.87 -2.07 -0.001
C -0.99 4.13 1.38 0.000
O -1.96 3.12 1.56 0.000
C -2.77 3.32 2.71 0.000
C -4.11 3.91 2.37 0.000
O -3.99 5.23 1.86 0.000
C -4.09 5.30 0.44 0.000
H -0.60 4.04 0.36 0.000
H -1.41 5.13 1.50 0.000
H -0.16 3.99 2.09 0.000
H -2.24 3.94 3.44 0.000
H -2.92 2.33 3.17 0.000
H -4.71 3.97 3.28 0.000
H -4.64 3.27 1.65 0.000
H -5.13 5.18 0.13 0.000
H -3.47 4.54 -0.04 0.000
H -3.74 6.28 0.13 0.000
C -2.62 6.61 -3.48 0.000
O -3.90 6.65 -2.87 0.000
C -4.80 7.54 -3.51 0.000
C -5.76 6.82 -4.42 0.000
O -5.10 6.21 -5.52 0.000
C -4.89 4.82 -5.35 0.000
H -2.10 5.74 -3.10 0.000
H -2.69 6.52 -4.57 0.000
H -2.05 7.51 -3.23 0.000
H -4.25 8.31 -4.07 0.000
H -5.37 8.05 -2.73 0.000
H -6.47 7.54 -4.83 0.000
H -6.33 6.07 -3.85 0.000
H -5.83 4.27 -5.50 0.000
H -4.49 4.59 -4.36 0.000
H -4.17 4.50 -6.10 0.000
C -2.64 2.82 7.14 0.000
O -1.98 2.11 6.11 0.000
C -0.62 1.82 6.41 0.000
C -0.44 0.39 6.88 0.000
O -1.09 0.16 8.12 0.000
C -2.33 -0.50 7.99 0.000
H -3.71 2.78 6.94 0.000
H -2.45 2.38 8.12 0.000
H -2.33 3.87 7.14 0.000
H -0.24 2.52 7.16 0.000
H -0.05 1.96 5.49 0.000
H 0.62 0.21 7.03 0.000
H -0.81 -0.30 6.12 0.000
H -2.18 -1.57 7.77 0.000
H -2.95 -0.06 7.20 0.000
H -2.86 -0.41 8.94 0.000
C 7.42 -4.90 -6.67 0.000
O 8.10 -4.21 -5.64 0.000
C 7.91 -2.81 -5.67 0.000
C 6.88 -2.36 -4.66 0.000
O 5.58 -2.85 -4.97 0.000
C 5.21 -3.98 -4.18 -0.005
H 7.42 -5.96 -6.42 0.000
H 6.38 -4.57 -6.76 0.000
H 7.93 -4.76 -7.63 0.000
H 7.62 -2.48 -6.68 0.000
H 8.87 -2.34 -5.43 0.000
H 6.82 -1.26 -4.68 0.000
H 7.17 -2.66 -3.65 0.000
H 4.95 -3.67 -3.17 0.008
H 6.01 -4.72 -4.14 0.000
H 4.34 -4.43 -4.65 0.001
```

Summary:
Total charge: 0
Gap between HOMO and LUMO (spin up / spin down): 8.76 / 8.69 eV
2S+1: 2